# 1
A 13-piece molecular cluster, C27H67F3NO14 overall at a distorted geometry. Source: OMol25; level of theory: ωB97M-V with the def2-TZVPD basis set.

Each line ends with the Löwdin charge.
Element x y z (Å)
C (3.98, 2.34, 1.06)  -0.14
C (4.01, 3.95, 0.72)  -0.23
C (2.63, 4.75, 1.13)  -0.18
C (1.62, 5.01, -0.17)  -0.14
C (1.38, 3.49, -0.82)  -0.03
C (2.34, 2.99, -2.10)  0.04
C (2.10, 1.47, -2.75)  0.05
N (1.06, 0.55, -2.13)  0.06
C (0.17, 0.94, -0.97)  -0.03
C (-0.94, -0.15, -0.36)  0.00
C (-0.21, -0.76, 1.01)  -0.23
O (-0.88, -0.90, 2.17)  -0.01
O (1.25, -1.09, 0.84)  -0.02
C (0.25, 2.44, -0.25)  -0.01
C (-0.79, 2.81, 1.00)  -0.13
C (-2.25, 3.11, 0.29)  -0.12
C (-3.55, 2.72, 1.19)  -0.04
F (-4.25, 3.85, 1.90)  -0.05
C (-4.15, 1.36, 1.35)  0.01
F (-4.69, 0.60, 0.16)  -0.03
F (-4.31, 0.66, 2.68)  -0.01
H (4.98, 2.07, 1.60)  0.08
H (3.90, 1.66, 0.09)  0.07
H (3.09, 2.01, 1.75)  0.06
H (4.92, 4.40, 1.36)  0.12
H (4.32, 4.09, -0.42)  0.10
H (2.01, 4.03, 1.85)  0.11
H (2.92, 5.76, 1.68)  0.10
H (0.59, 5.47, 0.19)  0.12
H (2.14, 5.72, -0.94)  0.13
H (3.15, 3.75, -2.51)  0.13
H (2.80, 1.17, -3.66)  0.14
H (0.95, -0.43, -2.55)  0.14
H (-1.02, -1.06, -1.12)  0.14
H (-1.98, 0.34, -0.13)  0.11
H (1.79, -0.62, 1.55)  0.10
H (-0.47, 3.79, 1.58)  0.12
H (-0.86, 1.91, 1.77)  0.12
H (-2.31, 4.29, 0.10)  0.14
H (-2.24, 2.50, -0.74)  0.13
C (-5.71, -2.96, -0.79)  -0.17
O (-6.54, -1.81, -0.74)  -0.12
H (-6.34, -3.85, -0.75)  0.09
H (-5.14, -2.96, -1.73)  0.08
H (-5.03, -2.96, 0.06)  0.06
H (-5.95, -1.04, -0.78)  0.05
C (5.33, 8.07, 2.53)  -0.15
O (4.07, 7.43, 2.47)  -0.15
H (6.10, 7.37, 2.20)  0.08
H (5.32, 8.94, 1.86)  0.08
H (5.53, 8.39, 3.55)  0.08
H (3.40, 8.07, 2.77)  0.09
C (-5.52, -4.27, 2.98)  -0.17
O (-6.91, -3.99, 2.98)  -0.12
H (-5.29, -4.90, 3.84)  0.08
H (-5.26, -4.79, 2.06)  0.06
H (-4.96, -3.33, 3.05)  0.07
H (-7.09, -3.43, 2.21)  0.08
C (6.51, 5.57, 4.91)  -0.17
O (7.19, 5.10, 3.76)  -0.14
H (5.44, 5.43, 4.77)  0.08
H (6.84, 5.01, 5.79)  0.08
H (6.72, 6.64, 5.04)  0.07
H (8.14, 5.24, 3.92)  0.09
C (3.14, -3.20, 2.94)  -0.12
O (2.77, -1.84, 2.75)  -0.17
H (4.23, -3.28, 2.86)  0.09
H (2.83, -3.52, 3.94)  0.09
H (2.67, -3.82, 2.18)  0.08
H (1.80, -1.80, 2.84)  0.05
C (0.64, 5.11, -5.28)  -0.16
O (0.64, 5.58, -3.95)  -0.15
H (1.52, 5.48, -5.79)  0.08
H (0.66, 4.01, -5.27)  0.07
H (-0.26, 5.46, -5.79)  0.08
H (-0.16, 5.23, -3.52)  0.08
C (-0.56, -1.21, -5.45)  -0.14
O (-0.56, -0.73, -4.12)  -0.17
H (0.32, -0.83, -5.97)  0.08
H (-0.54, -2.30, -5.45)  0.09
H (-1.46, -0.85, -5.97)  0.09
H (-1.36, -1.08, -3.69)  0.08
C (0.97, -2.53, -8.97)  -0.17
O (-0.05, -1.55, -8.89)  -0.14
H (0.67, -3.40, -8.38)  0.08
H (1.11, -2.82, -10.01)  0.08
H (1.90, -2.12, -8.56)  0.07
H (0.24, -0.79, -9.41)  0.09
C (2.74, -7.03, 2.26)  -0.17
O (2.74, -6.55, 3.60)  -0.14
H (3.62, -6.65, 1.75)  0.08
H (2.76, -8.12, 2.27)  0.08
H (1.84, -6.67, 1.75)  0.07
H (1.94, -6.90, 4.03)  0.09
C (1.34, 0.46, 4.49)  -0.16
O (0.97, 1.81, 4.30)  -0.13
H (2.43, 0.37, 4.40)  0.09
H (1.03, 0.13, 5.49)  0.09
H (0.87, -0.16, 3.73)  0.04
H (0.00, 1.85, 4.39)  0.08
C (-4.03, -6.09, -0.93)  -0.17
O (-3.68, -5.94, -2.29)  -0.13
H (-3.80, -5.16, -0.40)  0.06
H (-5.10, -6.29, -0.85)  0.06
H (-3.46, -6.91, -0.49)  0.08
H (-3.89, -6.78, -2.74)  0.09
C (-7.33, -8.32, 0.16)  -0.16
O (-6.98, -8.17, -1.20)  -0.14
H (-7.10, -7.39, 0.69)  0.07
H (-8.40, -8.53, 0.24)  0.08
H (-6.76, -9.14, 0.60)  0.08
H (-7.19, -9.01, -1.65)  0.08

## Properties
* frontier orbital gap: 7.37 eV
* net charge: +1
* total energy: -67365.075 eV
* highest occupied orbital energy: -11.635 eV



# 2
C45H60N5O5Y as an isolated structure at a distorted geometry. Source: OMol25; level of theory: ωB97M-V with the def2-TZVPD basis set.

Each line ends with the Löwdin charge.
Element x y z (Å)
Y (-1.43, -0.30, 1.52)  1.21
C (1.80, -2.59, -5.66)  -0.06
C (2.29, -1.91, -4.36)  -0.52
C (3.39, -2.83, -3.79)  -0.05
C (2.92, -0.55, -4.76)  -0.04
C (1.18, -1.62, -3.32)  -0.12
C (1.43, -1.49, -1.99)  0.07
C (0.38, -0.95, -1.07)  -0.13
N (0.35, -0.31, 0.06)  0.11
C (1.68, 0.22, 0.35)  -0.15
C (2.69, 0.75, -0.48)  0.03
C (3.98, 0.99, 0.03)  -0.16
C (4.16, 0.78, 1.41)  0.03
C (3.12, 0.38, 2.28)  -0.06
C (1.87, 0.10, 1.68)  -0.37
O (0.80, -0.31, 2.16)  -0.18
C (3.43, 0.20, 3.79)  -0.50
C (4.32, -1.06, 3.95)  -0.05
C (4.19, 1.43, 4.34)  -0.05
C (2.21, 0.02, 4.72)  -0.06
C (5.16, 1.33, -0.89)  -0.54
C (4.79, 2.43, -1.90)  -0.06
C (5.57, 0.05, -1.65)  -0.05
C (6.42, 1.83, -0.13)  -0.07
C (-0.94, -0.93, -1.63)  -0.20
O (-1.64, -0.47, -0.76)  -0.16
C (-1.25, -1.11, -3.06)  -0.03
C (-0.18, -1.40, -3.82)  0.07
C (-2.70, -0.89, -3.52)  -0.45
C (-3.63, -1.90, -2.83)  -0.07
C (-3.17, 0.55, -3.20)  -0.04
C (-2.87, -1.08, -5.05)  -0.05
H (2.64, -2.88, -6.30)  0.09
H (1.19, -1.91, -6.27)  0.08
H (1.21, -3.49, -5.45)  0.09
H (4.16, -3.04, -4.55)  0.09
H (2.97, -3.79, -3.47)  0.10
H (3.92, -2.38, -2.94)  0.06
H (3.76, -0.69, -5.46)  0.09
H (3.31, -0.01, -3.89)  0.06
H (2.19, 0.10, -5.25)  0.09
H (2.40, -1.63, -1.55)  0.12
H (2.47, 0.91, -1.52)  0.11
H (5.15, 0.92, 1.84)  0.09
H (5.27, -0.97, 3.41)  0.08
H (3.81, -1.95, 3.57)  0.09
H (4.56, -1.23, 5.01)  0.08
H (5.18, 1.55, 3.89)  0.07
H (4.36, 1.34, 5.42)  0.08
H (3.63, 2.35, 4.16)  0.07
H (1.68, -0.92, 4.53)  0.08
H (1.50, 0.85, 4.63)  0.06
H (2.52, -0.02, 5.77)  0.09
H (3.99, 2.12, -2.58)  0.06
H (5.65, 2.71, -2.52)  0.08
H (4.45, 3.34, -1.38)  0.09
H (4.74, -0.34, -2.25)  0.04
H (5.87, -0.75, -0.95)  0.09
H (6.41, 0.24, -2.32)  0.09
H (6.20, 2.70, 0.49)  0.09
H (7.21, 2.12, -0.84)  0.08
H (6.85, 1.04, 0.50)  0.08
H (-0.33, -1.48, -4.89)  0.10
H (-3.65, -1.77, -1.75)  0.07
H (-3.32, -2.93, -3.04)  0.12
H (-4.66, -1.79, -3.19)  0.09
H (-3.25, 0.73, -2.13)  0.06
H (-4.16, 0.74, -3.63)  0.10
H (-2.48, 1.29, -3.62)  0.11
H (-2.58, -2.09, -5.37)  0.09
H (-2.27, -0.35, -5.62)  0.09
H (-3.91, -0.94, -5.35)  0.09
C (-4.56, 1.74, 0.37)  0.01
C (-3.11, 2.13, 0.64)  -0.46
C (-2.80, 3.50, 0.04)  -0.01
O (-2.28, 1.13, 0.01)  -0.18
C (-2.91, 2.06, 2.18)  -0.57
O (-2.82, 3.17, 2.78)  0.01
O (-2.85, 0.89, 2.64)  -0.18
H (-4.77, 1.73, -0.71)  0.10
H (-5.26, 2.44, 0.85)  0.12
H (-4.78, 0.73, 0.73)  0.05
H (-2.89, 3.48, -1.06)  0.09
H (-1.77, 3.80, 0.26)  0.09
H (-3.47, 4.28, 0.42)  0.10
H (-1.42, 1.61, -0.32)  0.19
C (-6.47, -1.13, -1.61)  -0.05
C (-5.15, -0.74, -1.84)  -0.18
C (-4.25, -0.68, -0.77)  -0.11
C (-4.64, -1.00, 0.54)  -0.26
C (-5.97, -1.40, 0.75)  -0.01
C (-6.88, -1.46, -0.32)  -0.07
N (-3.66, -0.91, 1.54)  -0.07
N (-4.06, -1.22, 2.69)  0.10
C (-3.16, -1.16, 3.80)  -0.29
C (-3.72, -1.52, 5.03)  0.01
C (-2.95, -1.50, 6.19)  -0.06
C (-1.61, -1.13, 6.10)  -0.05
C (-1.11, -0.78, 4.86)  -0.08
N (-1.84, -0.79, 3.73)  0.00
H (-7.17, -1.18, -2.43)  0.11
H (-4.82, -0.48, -2.84)  0.06
H (-3.22, -0.37, -0.95)  0.06
H (-6.32, -1.66, 1.74)  0.11
H (-7.90, -1.77, -0.14)  0.10
H (-4.77, -1.81, 5.08)  0.11
H (-3.38, -1.78, 7.14)  0.11
H (-0.98, -1.10, 6.98)  0.11
H (-0.08, -0.48, 4.74)  0.06
C (0.66, 3.48, 3.90)  -0.02
C (0.04, 2.36, 3.19)  -0.11
N (-0.45, 1.47, 2.63)  0.16
H (1.74, 3.52, 3.69)  0.07
H (0.52, 3.38, 4.98)  0.10
H (0.22, 4.43, 3.58)  0.09
H (-1.86, -2.30, 1.65)  -0.06

## Properties
* frontier orbital gap (alpha / beta): 5.00 / 5.00 eV
* total energy: -66360.832 eV
* highest occupied orbital energy (alpha / beta): -6.860 / -6.860 eV



# 3
An isolated molecule of C2H2Cl3F at a distorted geometry. Source: OMol25; level of theory: ωB97M-V with the def2-TZVPD basis set.

Each line ends with the Löwdin charge.
Element x y z (Å)
F (0.28, -0.27, 1.52)  -0.04
C (0.41, -0.03, 0.22)  -1.41
Cl (1.90, -0.81, -0.32)  0.68
Cl (0.42, 1.65, -0.18)  0.70
C (-0.69, -0.78, -0.52)  -0.70
Cl (-2.30, -0.27, -0.10)  0.60
H (-0.53, -0.67, -1.62)  0.08
H (-0.58, -1.83, -0.16)  0.08

## Properties
* SMILES: FC(Cl)(Cl)CCl
* frontier orbital gap: 11.98 eV
* total energy: -42391.227 eV
* ΔE to the lowest compared entry with this formula, charge and spin: 4.6 kJ/mol
* highest occupied orbital energy: -11.278 eV



# 4
An isolated ion of composition C5H13OS and charge +1 at a distorted geometry. Source: OMol25; level of theory: ωB97M-V with the def2-TZVPD basis set.

Each line ends with the Löwdin charge.
Element x y z (Å)
C (-0.88, -1.69, 1.84)  -0.10
C (1.01, -0.63, -1.66)  -0.15
C (0.71, 2.08, -1.40)  -0.15
C (-0.98, -0.15, 1.70)  -0.25
C (-1.08, 0.22, 0.24)  -0.12
O (1.86, 0.54, 0.49)  -0.30
S (0.79, 0.62, -0.44)  0.88
H (-1.82, -2.22, 1.63)  0.07
H (-0.19, -2.08, 1.06)  0.08
H (-0.66, -1.94, 2.92)  0.11
H (0.29, -0.62, -2.39)  0.06
H (1.14, -1.60, -1.24)  0.08
H (2.00, -0.51, -2.10)  0.09
H (-0.14, 2.18, -2.03)  0.07
H (1.78, 1.98, -1.96)  0.15
H (0.80, 2.95, -0.70)  0.10
H (-1.67, 0.33, 2.27)  0.09
H (0.12, -0.02, 2.01)  0.12
H (-1.62, 1.09, 0.11)  0.07
H (-1.45, -0.56, -0.34)  0.08

## Properties
* frontier orbital gap: 11.91 eV
* net charge: +1
* total energy: -18269.124 eV
* ΔE to the lowest compared entry with this formula, charge and spin: 135.3 kJ/mol
* highest occupied orbital energy: -15.320 eV



# 5
C36H39AsBaCl3N6O3PS as an isolated structure at a distorted geometry. Source: OMol25; level of theory: ωB97M-V with the def2-TZVPD basis set.

Each line ends with the Löwdin charge.
Element x y z (Å)
Ba (1.62, 0.60, -1.82)  1.88
N (-0.80, 3.43, -4.96)  0.04
C (-0.24, 2.30, -4.40)  -0.94
S (1.50, 2.25, -4.40)  0.37
N (-1.13, 1.39, -4.04)  -0.04
N (-0.72, 0.37, -3.22)  -0.10
C (-1.34, -0.74, -3.27)  -0.23
C (-2.41, -1.10, -4.25)  -0.16
C (-3.50, -1.86, -3.81)  -0.03
C (-4.50, -2.24, -4.70)  -0.08
C (-4.42, -1.88, -6.03)  -0.09
C (-3.33, -1.14, -6.48)  -0.08
C (-2.33, -0.75, -5.60)  -0.03
C (-0.99, -1.80, -2.25)  -0.27
C (-0.37, -2.97, -2.68)  -0.01
C (-0.08, -3.96, -1.76)  -0.07
C (-0.45, -3.76, -0.44)  -0.07
C (-1.06, -2.57, -0.10)  -0.15
N (-1.32, -1.59, -0.98)  0.13
H (-0.20, 3.95, -5.58)  0.06
H (-1.77, 3.36, -5.21)  0.08
H (-3.57, -2.14, -2.77)  0.11
H (-5.34, -2.82, -4.34)  0.10
H (-5.20, -2.17, -6.72)  0.10
H (-3.25, -0.87, -7.53)  0.10
H (-1.48, -0.18, -5.95)  0.11
H (-0.13, -3.10, -3.73)  0.13
H (0.42, -4.87, -2.07)  0.11
H (-0.27, -4.52, 0.32)  0.11
H (-1.38, -2.38, 0.92)  0.07
N (-2.36, 1.29, 0.01)  0.10
C (-3.02, 1.15, 1.23)  -0.33
C (-4.34, 1.59, 1.35)  -0.04
C (-5.02, 1.49, 2.56)  -0.09
C (-4.40, 0.93, 3.66)  -0.10
C (-3.08, 0.51, 3.56)  -0.09
C (-2.36, 0.63, 2.37)  -0.32
P (-0.60, 0.11, 2.19)  1.12
C (0.26, 1.73, 2.38)  -0.39
C (1.64, 1.75, 2.21)  -0.12
C (2.36, 2.93, 2.33)  -0.08
C (1.69, 4.12, 2.61)  -0.08
C (0.32, 4.11, 2.79)  -0.08
C (-0.40, 2.92, 2.67)  -0.08
C (-0.32, -0.58, 3.87)  -0.39
C (0.23, 0.12, 4.94)  -0.08
C (0.42, -0.49, 6.18)  -0.08
C (0.06, -1.82, 6.36)  -0.09
C (-0.48, -2.54, 5.30)  -0.08
C (-0.66, -1.93, 4.07)  -0.13
H (-1.72, 0.52, -0.19)  0.03
H (-2.97, 1.42, -0.78)  0.10
H (-4.84, 2.01, 0.48)  0.11
H (-6.04, 1.85, 2.63)  0.10
H (-4.93, 0.82, 4.60)  0.10
H (-2.60, 0.07, 4.42)  0.10
H (2.16, 0.83, 1.99)  0.07
H (3.43, 2.94, 2.17)  0.11
H (2.25, 5.05, 2.69)  0.10
H (-0.21, 5.03, 3.01)  0.10
H (-1.47, 2.92, 2.81)  0.11
H (0.50, 1.17, 4.82)  0.10
H (0.84, 0.07, 7.00)  0.10
H (0.21, -2.30, 7.33)  0.10
H (-0.76, -3.58, 5.43)  0.10
H (-1.08, -2.50, 3.25)  0.09
Cl (6.20, 1.05, -3.45)  0.62
C (5.37, 1.95, -2.18)  -1.49
Cl (6.50, 2.23, -0.81)  0.59
Cl (4.81, 3.49, -2.81)  0.63
C (4.13, 1.15, -1.61)  -0.94
O (3.91, -0.01, -2.07)  -0.32
O (3.42, 1.78, -0.77)  -0.28
C (3.57, -2.94, -0.71)  -0.19
As (3.13, -1.51, 0.47)  1.04
C (4.76, -0.57, 0.87)  -0.19
C (2.74, -2.38, 2.14)  -0.18
O (1.68, -0.75, -0.05)  -0.86
H (4.47, -3.44, -0.36)  0.05
H (3.73, -2.57, -1.72)  0.04
H (2.73, -3.64, -0.70)  0.03
H (5.18, -1.09, 1.73)  0.04
H (4.58, 0.47, 1.13)  0.03
H (5.45, -0.64, 0.04)  0.04
H (3.33, -1.95, 2.95)  0.04
H (2.94, -3.45, 2.07)  0.04
H (1.68, -2.22, 2.36)  0.02
N (0.35, 2.89, -0.88)  -0.04
H (0.20, 3.66, -1.52)  0.03
H (1.00, 3.19, -0.17)  0.01
H (-0.54, 2.69, -0.43)  0.00

## Properties
* frontier orbital gap: 7.17 eV
* total energy: -172274.618 eV
* ΔE to the lowest compared entry with this formula, charge and spin: 228.0 kJ/mol
* highest occupied orbital energy: -7.053 eV



# 6
C19H29SiSn as an isolated structure at a distorted geometry. Source: OMol25; level of theory: ωB97M-V with the def2-TZVPD basis set.

Each line ends with the Löwdin charge.
Element x y z (Å)
C (-2.44, -2.34, -3.72)  -0.23
Si (-0.90, -1.38, -3.29)  0.47
C (-0.50, -0.10, -4.60)  -0.24
H (-1.09, -0.49, -2.01)  0.02
C (0.55, -2.59, -3.41)  -0.43
Sn (2.05, -1.90, -1.96)  1.14
C (3.59, -3.37, -1.60)  -0.26
C (2.76, -0.02, -2.77)  -0.24
C (0.73, -1.76, -0.25)  -0.25
H (-2.21, -3.12, -4.45)  0.03
H (-2.90, -2.83, -2.85)  0.03
H (-3.18, -1.65, -4.14)  0.02
H (-0.45, -0.60, -5.59)  0.04
H (-1.32, 0.63, -4.63)  0.03
H (0.46, 0.42, -4.42)  0.00
H (0.37, -3.65, -3.15)  0.00
H (1.05, -2.52, -4.39)  0.00
H (4.21, -3.01, -0.76)  -0.01
H (3.11, -4.33, -1.35)  -0.01
H (4.19, -3.46, -2.52)  -0.01
H (3.25, 0.51, -1.95)  0.00
H (3.49, -0.27, -3.56)  -0.01
H (1.93, 0.57, -3.19)  -0.03
H (1.33, -1.30, 0.52)  -0.06
H (-0.16, -1.14, -0.44)  -0.04
H (0.43, -2.76, 0.08)  0.01
C (-0.75, 1.43, 1.69)  -0.10
C (-2.03, 1.73, 2.27)  -0.25
C (-3.25, 1.14, 1.77)  -0.08
C (-4.47, 1.41, 2.37)  -0.15
C (-4.60, 2.32, 3.44)  -0.17
C (-3.44, 2.90, 3.95)  -0.15
C (-2.21, 2.62, 3.37)  -0.08
C (0.52, 1.51, 2.38)  -0.23
C (1.60, 0.61, 2.10)  -0.07
C (2.82, 0.66, 2.76)  -0.13
C (3.04, 1.61, 3.78)  -0.16
C (2.00, 2.47, 4.13)  -0.14
C (0.84, 2.49, 3.37)  -0.08
H (-0.73, 1.18, 0.63)  0.07
H (-3.21, 0.42, 0.95)  0.09
H (-5.37, 0.88, 2.04)  0.08
H (-5.56, 2.52, 3.92)  0.07
H (-3.43, 3.56, 4.83)  0.09
H (-1.40, 3.15, 3.85)  0.05
H (1.46, -0.18, 1.37)  0.03
H (3.60, -0.07, 2.52)  0.09
H (3.99, 1.63, 4.33)  0.07
H (2.05, 3.14, 4.99)  0.09
H (0.19, 3.32, 3.58)  0.07

## Properties
* frontier orbital gap: 4.16 eV
* net charge: -1
* total energy: -33881.030 eV
* ΔE to the lowest compared entry with this formula, charge and spin: 6.3 kJ/mol
* highest occupied orbital energy: -1.848 eV